1.
{
  "formula": "C4H13N2O2",
  "method": "ωB97M-V with the def2-TZVPD basis set",
  "symbols": ["O", "O", "N", "N", "C", "C", "C", "C", "H", "H", "H", "H", "H", "H", "H", "H", "H", "H", "H", "H", "H"],
  "positions_angstrom": [[2.0488, -1.1577, -0.2216], [-0.6181, 3.1629, -2.5808], [0.1302, 0.6263, -0.8535], [-0.2750, -1.5617, 1.3949], [2.0410, -1.5552, 0.9498], [0.9851, -0.9772, 1.8455], [-1.3895, -0.6115, 0.8460], [-1.1200, -0.1343, -0.6379], [2.8044, -2.2820, 1.0199], [-0.6114, 3.1966, -3.5889], [-0.0402, 3.8350, -2.4282], [0.1870, 1.2507, -1.6011], [-1.4357, 0.2431, 1.6705], [1.0644, 0.1283, 1.6254], [-1.0453, -1.0414, -1.3034], [-2.0226, 0.4250, -0.9563], [1.1714, -1.1317, 2.9890], [-0.7856, -2.1924, 1.9951], [0.9513, -0.0647, -1.0430], [-2.2867, -1.2578, 0.9004], [0.2466, 1.0996, -0.0220]],
  "forces_ev_per_angstrom": [[-0.162, 0.047, 0.631], [-2.059, -3.008, -2.998], [0.723, -3.383, -0.699], [-1.917, 1.398, -1.504], [-0.145, 1.251, -3.287], [-0.113, 0.024, 2.334], [2.703, 0.072, 1.813], [-1.902, -1.951, -0.292], [0.678, -1.248, 1.796], [-0.437, -0.444, 1.795], [2.630, 3.258, 1.299], [-0.913, 1.815, -1.808], [-0.359, -1.219, -2.124], [-0.380, -0.998, 0.555], [-0.225, 0.850, 0.831], [0.801, 0.043, 0.051], [-0.230, 0.249, -2.081], [0.811, -0.005, 0.491], [-0.957, 0.764, 1.462], [0.282, 0.846, -0.369], [1.172, 1.639, 2.103]],
  "max_force_ev_per_a": 4.72,
  "energy_ha": -419.891113,
  "charge": 1,
  "homo_ha": -0.4808,
  "gap_ev": 10.0159
}



2.
{
  "formula": "C4H13N2O2",
  "method": "ωB97M-V with the def2-TZVPD basis set",
  "symbols": ["O", "O", "N", "N", "C", "C", "C", "C", "H", "H", "H", "H", "H", "H", "H", "H", "H", "H", "H", "H", "H"],
  "positions_angstrom": [[-1.5006, 1.5830, 2.9705], [-0.5278, -0.8839, 1.4832], [-0.1438, -1.6129, -0.5918], [0.9652, 1.1624, 1.7904], [-0.4327, -0.3107, -2.6817], [0.9934, 0.5766, 0.4121], [0.0305, -0.7585, 0.3953], [0.3758, -1.3911, -1.9215], [0.8773, 0.3717, 2.5575], [-1.8783, 0.7597, 2.5626], [0.6413, 1.1622, -0.3932], [2.0617, 0.1517, 0.1892], [1.8003, 1.7680, 1.8956], [-2.2760, 1.9808, 3.2729], [-0.3458, 0.6962, -2.4822], [-0.8126, -2.4104, -0.5296], [1.4949, -1.1966, -1.9259], [0.2678, -2.4509, -2.4365], [0.0986, 1.7853, 1.9084], [-1.4528, -0.6533, -2.7657], [-0.2364, -0.3291, -3.7097]],
  "forces_ev_per_angstrom": [[1.098, -2.301, -1.608], [-0.178, -0.219, 0.186], [0.233, -0.411, -0.986], [-0.935, -0.060, 0.231], [-0.298, -3.181, -0.459], [1.593, -4.586, -0.672], [-0.212, 1.409, 2.951], [0.809, -1.218, -1.904], [0.072, 1.706, -1.893], [0.877, 0.665, 0.419], [-0.070, 1.410, -0.353], [-1.841, 1.225, 0.396], [-0.510, -0.592, 0.282], [-1.840, 1.589, 1.041], [0.191, 2.086, 1.412], [0.755, 1.301, 0.700], [-1.307, -0.104, 0.211], [0.230, 2.386, 0.682], [0.883, -1.092, 0.297], [-0.683, 0.277, 0.799], [1.132, -0.291, -1.732]],
  "max_force_ev_per_a": 4.90,
  "energy_ha": -419.940958,
  "charge": 1,
  "homo_ha": -0.5103,
  "gap_ev": 10.7158
}



3.
{
  "formula": "C4H13N2O2",
  "method": "ωB97M-V with the def2-TZVPD basis set",
  "symbols": ["O", "O", "N", "N", "C", "C", "C", "C", "H", "H", "H", "H", "H", "H", "H", "H", "H", "H", "H", "H", "H"],
  "positions_angstrom": [[-1.4507, -1.5559, 0.2836], [-2.0357, 0.6909, 0.2234], [0.4277, 1.2203, -0.6691], [-2.0209, 0.4961, -1.2038], [1.1791, -1.0365, -0.7109], [1.5633, 0.4697, 1.4579], [-1.2061, -0.2794, 0.7458], [0.8034, 0.0772, 0.2213], [1.7674, -1.8181, -0.1895], [2.6402, 0.7065, 1.4844], [-1.2761, -0.2956, 1.8842], [0.4651, 2.1220, -0.1584], [1.1867, 1.4744, 1.8302], [1.4798, -0.7885, -1.6833], [1.3558, -0.3521, 2.2064], [-0.9076, -2.2377, 0.6289], [-0.4273, 0.9832, -1.2425], [-2.9125, 0.9828, -1.5568], [0.2363, -1.5214, -0.8487], [1.3130, 1.1853, -1.2660], [-2.1810, -0.5232, -1.4371]],
  "forces_ev_per_angstrom": [[-1.704, 1.324, -1.245], [-0.050, -1.507, -0.676], [3.370, 0.009, 0.249], [-2.317, 0.056, -1.520], [-0.977, -1.364, 3.041], [-1.352, 0.466, 0.985], [-4.726, -1.381, 3.789], [6.511, 1.550, -1.720], [0.199, 0.682, -0.574], [0.006, -0.750, -0.776], [0.342, 0.744, -1.351], [-0.702, -0.559, -0.498], [-0.214, -1.305, -0.005], [1.151, 0.551, -1.326], [0.402, 1.088, -0.335], [0.861, -0.713, 0.925], [-0.512, 0.511, -0.029], [1.774, -0.698, 0.838], [-0.460, -0.654, -0.865], [-1.702, 0.726, 0.313], [0.099, 1.225, 0.779]],
  "multiplicity": 3,
  "max_force_ev_per_a": 6.91,
  "energy_ha": -419.662910,
  "charge": 1,
  "homo_ha": [-0.3359, -0.5388],
  "gap_ev": [6.2203, 8.9088],
  "s_squared": 2.006
}



4.
{
  "formula": "C4H13N2OS",
  "method": "ωB97M-V with the def2-TZVPD basis set",
  "symbols": ["S", "O", "N", "N", "C", "C", "C", "C", "H", "H", "H", "H", "H", "H", "H", "H", "H", "H", "H", "H", "H"],
  "positions_angstrom": [[-2.0376, 1.1234, -0.6928], [0.6484, 3.5400, -2.8844], [2.7229, -1.8645, 0.8054], [0.2773, -1.8272, 1.0331], [1.4217, -1.9828, 0.1782], [-0.6186, -0.6546, 1.0529], [-1.0180, -0.3618, -0.3849], [0.1777, 0.3126, 2.0029], [1.3436, -1.2066, -0.5881], [3.0478, -0.8801, 0.9967], [-1.3514, -1.0451, 1.8349], [-0.3431, 1.1853, 1.8712], [1.1424, 0.6816, 1.6846], [-0.1147, -0.2784, -1.0418], [-0.3545, -2.6454, 0.8550], [1.4619, -3.0532, -0.2999], [0.6341, 2.6736, -2.5233], [-0.3499, 3.7867, -2.6581], [-1.5749, -1.2454, -0.8763], [0.2319, 0.0466, 3.1726], [2.8625, -2.3516, 1.7686]],
  "forces_ev_per_angstrom": [[0.095, 0.219, 0.133], [-3.419, 2.057, 0.224], [2.124, 0.706, 2.560], [-1.403, -3.849, 0.235], [0.198, -0.970, -0.412], [2.245, -1.679, 2.525], [-0.913, 0.347, -1.337], [-0.168, -0.420, 0.900], [0.636, -0.387, -0.319], [-0.898, -1.347, -0.459], [-0.218, 0.800, -1.824], [-1.724, 2.622, 0.485], [0.742, -0.757, -0.338], [-0.533, 0.043, 0.842], [0.993, 0.912, 0.252], [-0.573, 1.989, 0.660], [0.171, -1.530, 0.617], [3.136, -0.631, -0.732], [0.780, 0.832, 1.273], [-0.297, 0.137, -2.900], [-0.975, 0.905, -2.387]],
  "max_force_ev_per_a": 4.10,
  "energy_ha": -743.100959,
  "charge": -1,
  "homo_ha": -0.1005,
  "gap_ev": 6.5353
}



5.
{
  "formula": "C4H13N2OS",
  "method": "ωB97M-V with the def2-TZVPD basis set",
  "symbols": ["S", "O", "N", "N", "C", "C", "C", "C", "H", "H", "H", "H", "H", "H", "H", "H", "H", "H", "H", "H", "H"],
  "positions_angstrom": [[-3.2047, -1.0890, -0.3833], [-1.3301, 2.8747, 0.5688], [0.9130, -1.1925, -0.3391], [2.7315, 0.1695, -1.1299], [-0.2961, -0.4744, 1.6658], [-0.4613, -1.0729, 0.2444], [-1.5915, -0.3593, -0.5111], [1.3113, 0.1166, -0.8921], [3.0532, -0.0990, -2.0469], [-1.5496, 0.7040, -0.1830], [0.8108, 0.5204, -1.7851], [0.3646, 0.4027, 1.8077], [3.3835, -0.2008, -0.4567], [1.0243, 0.8783, -0.1820], [0.9969, -1.9561, -0.9976], [-1.3148, -0.2472, -1.5773], [-0.8223, -2.0884, 0.5402], [-0.8766, 2.0702, 0.3121], [-2.1231, 2.5148, 0.9871], [-1.3401, -0.3912, 2.0243], [0.3209, -1.0801, 2.3338]],
  "forces_ev_per_angstrom": [[-0.636, -0.177, 0.370], [-0.248, 0.386, 0.356], [-1.194, 1.388, -0.124], [0.851, 0.796, -0.769], [0.217, 0.092, 0.260], [0.742, -1.266, 1.918], [1.285, 0.988, -0.969], [0.713, -0.835, 0.106], [-0.368, -0.059, -0.043], [-0.429, -0.711, -0.078], [0.044, -0.790, -0.305], [-1.040, 0.598, -0.798], [-0.604, -0.163, 0.409], [0.143, 0.024, 0.711], [-0.200, 0.233, -0.338], [0.033, -0.368, 0.193], [0.270, 0.450, -0.956], [0.289, -0.105, -0.117], [0.002, 0.128, -0.086], [0.703, 0.422, 0.353], [-0.575, -1.032, -0.095]],
  "max_force_ev_per_a": 2.42,
  "energy_ha": -743.138654,
  "charge": -1,
  "homo_ha": -0.0967,
  "gap_ev": 6.2309
}



6.
{
  "formula": "C4H13N2P",
  "method": "ωB97M-V with the def2-TZVPD basis set",
  "symbols": ["P", "N", "N", "C", "C", "C", "C", "H", "H", "H", "H", "H", "H", "H", "H", "H", "H", "H", "H", "H"],
  "positions_angstrom": [[-0.4080, -0.1702, -0.9488], [0.9740, 0.4646, 0.0708], [-1.4007, 0.0406, 0.4317], [1.5092, 1.8075, -0.4025], [-2.7914, 0.3704, 0.1300], [2.0181, -0.3605, 0.6639], [-0.2093, -1.9435, -0.6436], [-3.1729, 1.3874, -0.0688], [-3.1968, -0.1085, -0.6699], [-1.3079, -2.2086, -0.8078], [2.0107, 2.2731, 0.4842], [-0.9298, 0.5332, 1.1312], [0.6550, 2.4532, -0.6145], [-3.4043, 0.0723, 0.9167], [1.9281, -0.1098, 1.7992], [2.2456, 1.6813, -1.3048], [0.3865, -2.4869, -1.3235], [1.8551, -1.4903, 0.5279], [0.1343, -2.0427, 0.4179], [3.1044, -0.1627, 0.2106]],
  "forces_ev_per_angstrom": [[2.157, 0.803, 2.133], [0.467, 0.844, -2.363], [-2.504, -0.247, -2.367], [0.609, -1.509, 0.384], [0.570, 1.913, 1.765], [1.016, -0.502, 0.653], [-1.686, 0.271, 0.807], [1.167, 0.480, 0.156], [-0.448, -2.030, -2.566], [1.416, -0.301, 0.566], [-0.029, -0.343, -0.892], [0.434, 1.012, 1.075], [0.163, -0.090, -0.441], [-1.042, -0.718, 1.690], [1.020, -0.733, -1.752], [-1.286, 0.487, 1.584], [0.768, -0.647, -0.818], [0.211, 1.842, 0.291], [-0.840, -0.371, -1.016], [-2.163, -0.160, 1.112]],
  "smiles": "CNP(C)N(C)C",
  "max_force_ev_per_a": 3.45,
  "energy_ha": -610.993791,
  "charge": 0,
  "homo_ha": -0.2894,
  "gap_ev": 8.9398
}



7.
{
  "formula": "C4H13N2S",
  "method": "ωB97M-V with the def2-TZVPD basis set",
  "symbols": ["S", "N", "N", "C", "C", "C", "C", "H", "H", "H", "H", "H", "H", "H", "H", "H", "H", "H", "H", "H"],
  "positions_angstrom": [[-0.9637, -0.3014, -0.6544], [2.1751, 0.1760, -0.1494], [1.8324, -0.9000, 1.9559], [1.7422, 0.3952, 1.2383], [-2.4849, 0.3818, -1.4920], [-2.0934, 1.7153, -2.1370], [0.7400, -1.8582, 1.6314], [-1.5351, 2.3728, -1.4641], [-0.2268, -1.4445, 1.7529], [0.6927, 0.8185, 1.2736], [-3.3616, 0.4970, -0.7701], [0.9148, -2.7512, 2.2340], [-2.7572, -0.3252, -2.2837], [-1.4350, 1.4540, -3.0060], [-2.9743, 2.3176, -2.5751], [3.1166, -0.2661, -0.1554], [1.8970, -0.7651, 2.9570], [2.3900, 1.1143, 1.7315], [1.4797, -0.4460, -0.6202], [0.8517, -2.1847, 0.5328]],
  "forces_ev_per_angstrom": [[-1.269, -0.006, -0.207], [-0.067, -0.064, 0.026], [-0.183, -0.025, 0.105], [-0.656, -0.991, -0.451], [0.247, 0.176, 0.836], [-0.794, 0.379, -1.516], [2.232, -0.390, -1.445], [-0.101, -0.232, -0.008], [-1.103, 0.267, 0.124], [1.042, -0.520, -0.491], [1.102, -0.165, -0.822], [-0.215, -0.013, 0.087], [-0.277, 0.150, 0.168], [-0.338, 0.447, 0.740], [0.924, -0.803, 0.597], [-1.121, 0.237, 0.188], [-0.224, 0.094, 0.034], [0.336, 0.005, 0.078], [0.774, 0.907, 0.311], [-0.310, 0.547, 1.646]],
  "max_force_ev_per_a": 2.69,
  "energy_ha": -667.894823,
  "charge": -1,
  "homo_ha": -0.0919,
  "gap_ev": 6.5919
}



8.
{
  "formula": "C4H13N2S",
  "method": "ωB97M-V with the def2-TZVPD basis set",
  "symbols": ["S", "N", "N", "C", "C", "C", "C", "H", "H", "H", "H", "H", "H", "H", "H", "H", "H", "H", "H", "H"],
  "positions_angstrom": [[3.5532, 0.5529, -0.1229], [-0.1627, -1.0913, -0.4627], [-2.5776, 0.8994, -0.5787], [1.0035, -0.4492, -0.8944], [-3.6850, 0.3831, 0.2272], [-3.1242, -0.4386, 1.3822], [2.0256, -0.3700, 0.2581], [-4.2844, 1.2125, 0.6052], [0.7895, 0.5692, -1.2633], [3.3812, 1.6942, 0.5656], [-4.3178, -0.2939, -0.3618], [-3.9009, -0.6986, 2.0996], [2.4740, -1.3495, 0.4692], [-1.7877, 0.2648, -0.6719], [1.6832, -0.1398, 1.2670], [-2.8370, 1.2678, -1.4804], [-2.2468, 0.0107, 1.8457], [-2.7287, -1.3780, 0.9842], [-0.1762, -2.0820, -0.7195], [1.5734, -0.8141, -1.7676]],
  "forces_ev_per_angstrom": [[-0.023, 0.210, -0.136], [-0.763, -0.621, 0.089], [0.270, 0.397, 0.214], [1.527, 1.415, -0.824], [0.674, -0.385, -0.257], [0.210, -0.535, -0.421], [1.121, -0.689, 0.819], [-0.038, 0.025, -0.104], [-0.298, 0.024, 0.730], [-0.308, -0.144, -0.086], [-0.289, 0.198, 0.104], [0.099, 0.157, 0.165], [-0.411, -0.207, -0.516], [-0.431, -0.055, 0.149], [-0.576, 0.639, -0.382], [-0.183, -0.085, -0.003], [-0.287, 0.412, 0.236], [-0.145, -0.054, -0.028], [0.190, 0.080, -0.028], [-0.340, -0.781, 0.278]],
  "multiplicity": 2,
  "max_force_ev_per_a": 2.24,
  "energy_ha": -667.798369,
  "charge": 0,
  "homo_ha": [-0.3154, -0.3152],
  "gap_ev": [9.5119, 7.4977],
  "s_squared": 0.754
}